Record 1
{"formula": "CH3ClO2", "method": "the ωB97M-V functional and the def2-TZVPD basis", "multiplicity": 1, "energy_ha": -650.3291, "lumo_ev": [-2.00, -2.02], "orbital_gap_ev": [7.89, 7.84], "relative_energy_kcal_mol": 142.0, "symbols": ["C", "O", "O", "Cl", "H", "H", "H"], "positions_angstrom": [[-0.0100, 0.4449, -0.0400], [0.6298, 1.5025, 0.0452], [2.6671, 0.9291, -0.0682], [2.6199, -0.5820, -0.0068], [-0.2561, -0.0098, -1.0756], [-0.6716, 0.1274, 0.9032], [0.6447, -0.5292, 0.3225]], "forces_ev_per_angstrom": [[-1.492, -3.101, 0.185], [1.388, 1.166, 0.058], [-0.495, 1.829, -0.074], [-0.814, -1.550, 0.330], [-0.286, 0.880, 1.316], [0.621, 0.691, -1.661], [1.077, 0.085, -0.154]]}


Record 2
{"formula": "C5H6N2", "method": "the ωB97M-V functional and the def2-TZVPD basis", "multiplicity": 1, "energy_ha": -303.3046, "lumo_ev": [-0.32, -0.31], "orbital_gap_ev": [8.17, 8.24], "relative_energy_kcal_mol": 208.0, "symbols": ["C", "C", "C", "C", "C", "N", "N", "H", "H", "H", "H", "H", "H"], "positions_angstrom": [[-1.7401, 1.1335, -0.4214], [1.0281, 1.5831, -2.4819], [-0.5095, 0.6663, -0.1304], [1.0103, -0.8587, 1.0974], [-0.3364, -1.1730, 1.7043], [-2.6289, 1.6222, -0.9547], [-0.1689, -0.2615, 0.6098], [0.0399, 1.1790, -2.9278], [1.7462, 0.7178, -2.5675], [1.5746, -0.1047, 1.5602], [1.4211, -1.6302, 0.4848], [-0.8535, -2.0223, 1.3387], [-0.5828, -0.8515, 2.6884]], "forces_ev_per_angstrom": [[-0.970, 0.241, 0.148], [-0.980, -0.590, -0.145], [2.215, 1.061, -2.198], [-0.869, -0.641, -0.288], [-0.165, 0.055, -0.370], [-1.497, 0.587, -0.421], [0.058, -0.840, 1.533], [1.233, 0.321, 0.527], [-0.567, 0.200, 0.128], [1.282, 0.288, 0.768], [0.651, -0.116, -0.279], [-0.122, -1.110, 0.167], [-0.268, 0.544, 0.429]]}


Record 3
{"formula": "C7Cl5F8O4SScTe", "method": "the ωB97M-V functional and the def2-TZVPD basis", "multiplicity": 1, "energy_ha": -5094.6867, "lumo_ev": -1.73, "orbital_gap_ev": 7.82, "relative_energy_kcal_mol": 7.7, "symbols": ["Sc", "Cl", "C", "C", "C", "Cl", "C", "Cl", "C", "Cl", "C", "Cl", "F", "Te", "F", "F", "F", "F", "O", "F", "C", "F", "F", "S", "O", "O", "O"], "positions_angstrom": [[-0.2640, -0.5164, 0.4427], [2.4051, 1.8159, 0.8683], [1.6834, 1.8024, -0.7096], [0.6732, 0.8878, -0.9416], [0.1302, 0.8440, -2.2063], [-1.1119, -0.3628, -2.4379], [0.5278, 1.6845, -3.2355], [-0.1999, 1.5800, -4.7870], [1.5350, 2.6114, -2.9679], [2.0609, 3.6748, -4.2075], [2.1264, 2.6713, -1.7017], [3.3822, 3.7973, -1.3817], [-2.3940, 1.6458, 3.7448], [-2.4818, 0.8579, 2.0905], [-4.1570, 0.2483, 2.5033], [-1.6342, -0.6247, 2.8923], [-0.6513, 1.4132, 1.8426], [-3.1117, 2.4597, 1.4598], [-2.2705, 0.0246, 0.4965], [-0.2876, -4.9247, 0.4772], [-0.1486, -3.8945, 1.2884], [0.0102, -4.3097, 2.5306], [-1.2650, -3.1293, 1.2211], [1.2305, -2.7975, 0.7628], [1.0902, -1.6730, 1.7242], [2.4373, -3.5294, 0.7385], [0.6851, -2.2569, -0.5070]], "forces_ev_per_angstrom": [[0.156, 0.178, -0.434], [0.008, 0.020, 0.004], [-0.028, -0.007, -0.071], [0.038, -0.091, 0.269], [0.056, 0.062, 0.098], [-0.063, -0.048, -0.028], [-0.070, -0.064, -0.060], [0.014, 0.011, 0.009], [0.051, 0.025, -0.001], [-0.008, -0.002, -0.002], [0.015, -0.009, 0.038], [-0.005, 0.007, -0.013], [0.014, 0.025, -0.015], [0.358, -0.003, 0.463], [-0.120, -0.060, -0.030], [-0.115, -0.011, 0.045], [-0.031, -0.162, -0.032], [-0.034, 0.035, -0.132], [0.250, -0.253, -0.191], [0.008, -0.008, -0.019], [-0.003, 0.073, 0.064], [-0.007, -0.013, -0.016], [-0.006, -0.095, 0.040], [-0.107, 0.048, 0.005], [-0.193, 0.198, -0.085], [-0.002, 0.031, -0.003], [-0.176, 0.114, 0.097]]}


Record 4
{"formula": "C2H3N3S", "method": "the ωB97M-V functional and the def2-TZVPD basis", "multiplicity": 1, "energy_ha": -640.4276, "lumo_ev": 0.39, "smiles": "Sn1cnnc1", "orbital_gap_ev": 10.37, "relative_energy_kcal_mol": 20.1, "symbols": ["C", "C", "H", "H", "H", "N", "N", "N", "S"], "positions_angstrom": [[0.4828, 1.0872, -0.1327], [0.4957, -1.0904, -0.1305], [-2.2777, -0.0115, 1.1117], [0.1228, 2.1033, -0.1284], [0.1340, -2.0824, -0.1359], [-0.3568, -0.0004, -0.1298], [1.7259, 0.6889, -0.1214], [1.7339, -0.6901, -0.1228], [-2.0606, -0.0047, -0.2101]], "forces_ev_per_angstrom": [[0.398, -0.607, 0.070], [0.219, 1.426, 0.004], [-0.050, 0.002, 0.093], [0.054, -0.038, -0.027], [-0.200, -0.796, -0.010], [0.170, -0.195, -0.068], [-0.396, 0.355, -0.026], [-0.467, -0.135, 0.010], [0.272, -0.012, -0.045]]}


Record 5
{"formula": "C25H32ClN5O2S2Si2V", "method": "the ωB97M-V functional and the def2-TZVPD basis", "multiplicity": 3, "s_squared": 2.053, "energy_ha": -4175.5554, "lumo_ev": [-3.86, -3.39], "total_charge": 1, "orbital_gap_ev": [6.78, 7.39], "relative_energy_kcal_mol": 71.4, "symbols": ["V", "N", "C", "N", "C", "C", "S", "C", "C", "S", "C", "N", "N", "H", "H", "H", "H", "H", "H", "C", "Si", "C", "C", "C", "C", "C", "C", "C", "C", "N", "Si", "C", "C", "C", "H", "H", "H", "H", "H", "H", "H", "H", "H", "H", "H", "H", "H", "H", "H", "H", "H", "H", "H", "H", "H", "H", "Cl", "C", "C", "C", "C", "O", "C", "C", "O", "C", "H", "H", "H", "H"], "positions_angstrom": [[-0.0010, 0.2489, -0.4055], [-1.9625, 3.7659, -0.3501], [-0.9855, 3.2742, -1.1125], [-0.2508, 2.2594, -0.7979], [0.7963, 1.9626, -1.7896], [0.5747, 2.8538, -2.9549], [-0.6259, 4.0295, -2.6593], [3.1156, 0.9361, -1.5171], [4.1421, 0.9600, -2.3944], [4.9477, -0.5722, -2.3947], [3.8301, -1.1195, -1.1885], [2.9201, -0.2534, -0.8421], [3.9081, -2.3736, -0.6835], [-2.1372, 3.3680, 0.5574], [-2.5358, 4.5321, -0.6565], [1.0998, 2.7917, -3.8900], [4.4944, 1.7791, -2.9918], [4.7364, -2.9206, -0.8354], [3.3817, -2.5653, 0.1527], [-3.5868, 0.6823, -1.5550], [-2.5842, -0.6022, -2.5189], [-3.8234, -1.9398, -2.9903], [-1.8732, 0.0962, -4.1107], [-1.2500, -1.2889, -1.3595], [-1.8532, -1.6052, -0.0407], [-2.7255, -2.6084, 0.3823], [-3.0666, -2.6583, 1.7186], [-2.5298, -1.7393, 2.6218], [-1.6612, -0.7815, 2.1447], [-1.3648, -0.7250, 0.8449], [-0.1755, -2.7404, -1.9564], [0.6699, -3.4076, -0.4017], [1.0905, -2.2415, -3.2487], [-1.2068, -4.1428, -2.6775], [-4.0229, 1.4306, -2.2172], [-3.0038, 1.2034, -0.7992], [-4.4102, 0.1939, -1.0323], [-4.6544, -1.4658, -3.5134], [-4.2459, -2.4529, -2.1294], [-3.4042, -2.6908, -3.6609], [-2.6682, 0.5865, -4.6751], [-1.4842, -0.7046, -4.7398], [-1.0707, 0.8069, -3.9509], [-3.1133, -3.3286, -0.3220], [-3.7456, -3.4216, 2.0718], [-2.7750, -1.7782, 3.6714], [-1.1808, -0.0462, 2.7777], [1.0356, -2.6157, 0.2610], [1.5227, -4.0321, -0.6670], [-0.0196, -4.0168, 0.1838], [1.6762, -1.3740, -2.9632], [0.6184, -2.0244, -4.2056], [1.7708, -3.0797, -3.4053], [-2.0168, -4.4694, -2.0283], [-0.5513, -5.0011, -2.8283], [-1.6328, -3.8907, -3.6489], [4.4403, 5.0725, 2.4047], [3.3857, 3.7604, 2.0098], [2.7895, 3.0250, 3.0219], [1.9443, 1.9878, 2.6780], [1.6986, 1.6800, 1.3380], [0.8203, 0.6643, 1.1297], [2.3159, 2.4104, 0.3060], [2.2368, 2.1119, -1.1809], [0.5309, 0.5879, -2.0808], [3.1543, 3.4566, 0.6782], [2.9829, 3.2622, 4.0576], [1.4605, 1.3958, 3.4414], [2.6744, 2.9851, -1.6714], [3.6513, 4.0392, -0.0851]], "forces_ev_per_angstrom": [[-0.973, -0.481, 0.221], [0.050, -0.093, -0.080], [-0.226, 0.099, 0.263], [0.122, -0.086, -0.034], [0.005, -0.172, -0.048], [-0.138, 0.092, -0.101], [0.025, 0.055, -0.055], [0.032, 0.005, -0.147], [-0.096, -0.118, 0.153], [-0.024, 0.110, -0.013], [-0.028, 0.097, 0.021], [-0.004, -0.023, 0.072], [-0.082, -0.225, 0.019], [0.015, -0.016, 0.007], [-0.003, -0.013, -0.029], [0.081, 0.014, -0.079], [0.034, 0.095, -0.099], [0.014, 0.027, 0.030], [0.031, 0.020, -0.033], [0.128, -0.113, -0.081], [-0.038, 0.030, -0.200], [0.203, 0.067, -0.077], [-0.198, -0.129, 0.167], [0.094, 0.022, 0.275], [0.107, 0.006, 0.058], [0.075, 0.053, -0.102], [0.027, 0.073, 0.108], [0.064, 0.040, -0.053], [-0.120, -0.035, 0.128], [-0.153, 0.099, 0.011], [0.102, -0.093, -0.142], [-0.028, 0.122, -0.074], [-0.171, -0.098, 0.158], [0.145, 0.155, 0.029], [-0.012, 0.026, -0.069], [0.128, 0.124, 0.091], [-0.038, -0.055, 0.024], [-0.078, 0.074, -0.056], [-0.032, -0.039, 0.117], [-0.024, 0.054, 0.033], [-0.057, 0.022, -0.020], [0.047, -0.080, -0.016], [0.110, 0.122, 0.069], [-0.006, -0.015, -0.028], [-0.034, -0.037, 0.021], [-0.017, 0.002, 0.048], [-0.039, -0.032, 0.022], [0.014, 0.046, -0.021], [0.019, -0.049, -0.046], [-0.052, -0.023, 0.027], [0.044, 0.092, 0.068], [-0.085, 0.039, -0.072], [0.042, -0.080, -0.009], [-0.075, 0.001, 0.066], [0.078, -0.084, -0.008], [0.041, 0.025, 0.008], [0.044, 0.055, 0.024], [-0.017, -0.033, -0.036], [-0.004, 0.012, -0.093], [0.094, 0.122, -0.319], [0.096, 0.120, 0.203], [0.156, -0.364, -0.225], [-0.067, 0.023, 0.395], [0.197, 0.172, -0.184], [0.475, 0.288, -0.490], [-0.023, -0.024, 0.179], [0.018, 0.025, 0.021], [-0.030, -0.050, -0.001], [-0.017, -0.099, 0.029], [0.029, 0.038, -0.021]]}


Record 6
{"formula": "C4H13NOS2", "method": "the ωB97M-V functional and the def2-TZVPD basis", "multiplicity": 1, "energy_ha": -1086.5368, "lumo_ev": 0.36, "smiles": "CNCCCSS.O", "orbital_gap_ev": 9.16, "relative_energy_kcal_mol": 27.9, "symbols": ["S", "S", "C", "C", "C", "N", "C", "H", "H", "H", "H", "H", "H", "H", "H", "H", "H", "H", "H", "H", "O"], "positions_angstrom": [[2.9266, -0.2706, 0.7360], [1.7453, -1.7794, 1.0699], [0.2446, -1.6902, -0.0139], [-1.0271, -1.2435, 0.6465], [-1.1272, 0.2512, 1.0385], [-1.4311, 1.0433, -0.1559], [-1.5823, 2.4489, 0.1960], [3.9299, -0.8259, 0.0323], [0.2671, -2.6682, -0.4961], [0.3833, -1.0327, -0.8833], [-1.2385, -1.7491, 1.6100], [-1.9162, -1.5376, 0.0870], [-2.0283, 0.2891, 1.6536], [-0.2811, 0.5870, 1.6646], [-0.7522, 0.7897, -0.8607], [-2.5237, 2.5214, 0.7542], [-1.8713, 3.0731, -0.6594], [-0.6964, 2.8245, 0.6982], [2.7339, -0.9255, -2.6668], [2.2724, 0.2442, -1.8595], [1.9721, -0.3498, -2.5913]], "forces_ev_per_angstrom": [[1.165, 2.021, -0.249], [-1.796, -1.627, 0.410], [0.755, 0.406, -1.149], [-0.643, -0.191, 2.203], [-0.982, -0.914, -0.957], [0.182, -0.371, 0.670], [-0.838, -0.310, -1.083], [-0.095, -0.165, -0.174], [-0.621, -0.195, 0.358], [0.656, -0.017, 0.302], [0.642, -0.240, -0.324], [0.179, 0.294, -0.542], [0.104, 0.248, 0.290], [0.028, -0.004, -0.343], [0.096, 0.771, -0.224], [0.555, -0.007, 0.720], [0.723, -0.221, -0.201], [-0.094, 0.504, 0.346], [0.120, -0.374, -0.266], [-0.561, -0.529, -0.738], [0.422, 0.923, 0.950]]}